[1]
The following is a DFT calculation (the ωB97M-V functional and the def2-TZVPD basis) of C4H7N3O in the gas phase in a non-equilibrium geometry.

As for the structure (SMILES): N/N=C1\NC=C[C@H]1O. As for the frontier orbital gap: 9.37 eV. The calculation puts the HOMO energy at -8.36 eV. As for the calculated total energy: -10777.445 eV. The energy relative to the best compared isomer or geometry (same formula, charge and spin) is 222.1 kJ/mol. The value obtained for the largest force on an atom is 3.192 eV Å⁻¹.

```
! RIJCOSX wB97M-V def2-TZVPD def2/J DEFGRID3
* xyz 0 1
N 0.357 0.799 -2.444
N 0.495 -0.251 -1.485
C 0.327 0.032 -0.270
N 0.018 1.259 0.325
C -0.519 0.983 1.607
C -0.472 -0.348 1.904
C 0.157 -1.093 0.750
O -0.535 -2.194 0.246
H 0.381 0.378 -3.382
H 1.102 1.494 -2.330
H -0.510 1.827 -0.365
H -0.850 1.747 2.236
H -0.915 -0.821 2.797
H 1.156 -1.446 1.097
H -0.195 -2.365 -0.687
*
```

[2]
The following is a DFT calculation (the ωB97M-V functional and the def2-TZVPD basis) of a molecular structure, C11H8NNiO5 in a non-equilibrium geometry.

As for the frontier orbital gap (spin up / spin down): 8.13 / 6.40 eV. The calculation puts the HOMO energy (spin up / spin down) at -12.39 / -12.48 eV. As for the calculated total energy: -64296.583 eV. As for the expectation value of S²: 2.02. The energy relative to the best compared isomer or geometry (same formula, charge and spin) is 0.0 kJ/mol. The value obtained for the largest force on an atom is 8.261 eV Å⁻¹.

```
! RIJCOSX wB97M-V def2-TZVPD def2/J DEFGRID3
* xyz 1 3
O 1.608 4.525 -4.269
C 1.584 3.905 -3.311
Ni 1.105 1.781 0.616
O 3.164 1.973 -1.393
C 2.385 2.098 -0.555
C 1.851 0.721 1.820
O 2.178 -0.214 2.396
C -0.689 2.208 0.812
O -1.734 2.024 1.326
C 1.319 3.308 1.436
O 1.447 4.402 1.797
H -0.551 2.653 -0.257
N 0.287 -0.260 -0.758
C -0.506 -1.351 -0.266
C -0.847 -1.449 1.082
C -1.574 -2.553 1.553
C -1.951 -3.554 0.653
C -1.638 -3.443 -0.714
C -0.927 -2.339 -1.168
H -0.170 0.270 -1.512
H 1.207 -0.547 -1.104
H -0.539 -0.655 1.764
H -1.820 -2.594 2.621
H -2.525 -4.401 1.033
H -1.974 -4.241 -1.379
H -0.690 -2.267 -2.221
*
```

[3]
The following is a DFT calculation (the ωB97M-V functional and the def2-TZVPD basis) of a molecular structure, C24H36MgN2Si in a non-equilibrium geometry.

As for the frontier orbital gap (spin up / spin down): 2.91 / 3.09 eV. The calculation puts the HOMO energy (spin up / spin down) at -2.95 / -3.07 eV. As for the calculated total energy: -41767.788 eV. The energy relative to the best compared isomer or geometry (same formula, charge and spin) is 379.6 kJ/mol. The value obtained for the largest force on an atom is 4.294 eV Å⁻¹.

```
! RIJCOSX wB97M-V def2-TZVPD def2/J DEFGRID3
* xyz 0 1
C -1.119 -1.239 -0.098
C 0.262 -1.574 -0.106
C 0.804 -1.263 1.176
H 0.785 -2.114 -0.896
C -0.256 -0.762 1.990
C -1.446 -0.735 1.193
H -2.452 -0.522 1.561
H -1.825 -1.478 -0.896
H 1.822 -1.490 1.504
H -0.201 -0.579 3.064
Mg 0.053 0.733 0.352
C 3.805 0.698 -3.165
H 3.929 1.030 -2.114
H 3.443 1.476 -3.846
H 4.844 0.481 -3.511
Si 2.621 -0.760 -3.297
C 1.525 -1.356 -4.688
C 0.549 -2.303 -4.248
H 0.718 -2.854 -3.315
C -0.665 -2.467 -4.925
H -1.408 -3.160 -4.515
C -0.932 -1.730 -6.086
H -1.882 -1.890 -6.617
C 0.007 -0.782 -6.522
H -0.244 -0.178 -7.400
C 1.205 -0.575 -5.819
H 1.882 0.219 -6.136
C 3.525 -2.058 -2.313
C 3.745 -3.360 -2.778
H 3.554 -3.608 -3.822
C 4.190 -4.365 -1.904
H 4.254 -5.393 -2.250
C 4.548 -4.094 -0.576
H 4.875 -4.896 0.102
C 4.438 -2.769 -0.143
H 4.703 -2.544 0.893
C 3.997 -1.759 -1.012
H 4.029 -0.736 -0.623
H 1.555 -0.687 -2.031
H 0.943 -0.614 -2.642
C -2.575 1.596 -0.946
N -1.118 1.698 -1.196
C -0.835 1.290 -2.584
C -0.641 3.106 -0.963
C -0.827 3.512 0.501
N -0.287 2.483 1.463
C 1.114 2.776 1.847
C -1.137 2.398 2.662
H -3.108 2.404 -1.484
H -2.793 1.669 0.129
H -2.932 0.623 -1.308
H -1.383 1.923 -3.312
H 0.240 1.405 -2.774
H -1.125 0.237 -2.725
H 0.425 3.160 -1.246
H -1.223 3.795 -1.608
H -0.298 4.466 0.671
H -1.897 3.653 0.716
H 1.182 3.749 2.364
H 1.478 1.986 2.520
H 1.761 2.797 0.955
H -1.123 3.357 3.205
H -2.166 2.167 2.361
H -0.776 1.598 3.316
*
```

[4]
The following is a DFT calculation (the ωB97M-V functional and the def2-TZVPD basis) of a molecular structure, C25H25BrN6O3PdS.

As for the frontier orbital gap (spin up / spin down): 8.02 / 6.33 eV. The calculation puts the HOMO energy (spin up / spin down) at -7.71 / -7.88 eV. As for the calculated total energy: -125770.928 eV. As for the expectation value of S²: 2.01. The energy relative to the best compared isomer or geometry (same formula, charge and spin) is 34.4 kJ/mol. The value obtained for the largest force on an atom is 0.602 eV Å⁻¹.

```
! RIJCOSX wB97M-V def2-TZVPD def2/J DEFGRID3
* xyz 0 3
Pd 1.584 -1.502 -0.335
C 3.067 1.322 -1.443
O 1.689 1.117 -1.179
C 0.915 2.210 -0.919
C 1.362 3.516 -0.933
C 0.454 4.533 -0.656
Br 1.073 6.326 -0.672
C -0.862 4.270 -0.363
C -1.315 2.947 -0.326
C -0.426 1.915 -0.602
O -0.837 0.613 -0.577
C -2.715 2.715 0.019
N -3.612 3.665 0.064
C -4.771 3.051 0.469
C -6.041 3.585 0.681
C -7.038 2.727 1.090
C -6.795 1.361 1.287
C -5.546 0.811 1.082
C -4.541 1.677 0.673
N -3.211 1.490 0.378
H 3.204 1.995 -2.292
H 3.463 0.339 -1.686
H 3.574 1.726 -0.561
H 2.391 3.754 -1.151
H -1.563 5.060 -0.152
H -0.034 0.043 -0.596
H -6.223 4.639 0.529
H -8.033 3.112 1.267
H -7.608 0.725 1.612
H -5.360 -0.242 1.238
H -2.683 0.634 0.360
C 6.416 1.074 2.870
C 5.587 0.190 1.994
C 6.096 -0.365 0.819
C 5.238 -1.169 0.088
N 3.995 -1.410 0.480
C 3.574 -0.782 1.594
S 1.894 -1.027 1.988
N 4.329 -0.013 2.368
H 7.471 0.811 2.814
H 6.068 1.005 3.897
H 6.309 2.111 2.549
H 7.114 -0.191 0.507
H 5.553 -1.652 -0.831
N -3.520 -5.327 -0.420
C -2.459 -4.484 -0.387
C -1.537 -4.507 0.669
C -0.492 -3.611 0.670
N -0.300 -2.709 -0.298
C -1.178 -2.681 -1.305
C -2.254 -3.531 -1.395
H -3.578 -6.087 0.233
H -4.091 -5.383 -1.243
H -1.640 -5.212 1.482
H 0.230 -3.596 1.479
H -1.003 -1.937 -2.074
H -2.932 -3.455 -2.233
C 2.312 -3.280 -2.534
O 2.275 -1.961 -2.117
H 3.270 -3.494 -3.027
H 1.501 -3.481 -3.250
H 2.192 -3.978 -1.690
*
```

[5]
The following is a DFT calculation (the ωB97M-V functional and the def2-TZVPD basis) of 13 unconnected molecules or ions with the total composition C7H34O13 in a non-equilibrium geometry.

As for the frontier orbital gap: 9.55 eV. The calculation puts the HOMO energy at -9.50 eV. As for the calculated total energy: -34425.763 eV. The energy relative to the best compared isomer or geometry (same formula, charge and spin) is 347.6 kJ/mol. The value obtained for the largest force on an atom is 4.579 eV Å⁻¹.

```
! RIJCOSX wB97M-V def2-TZVPD def2/J DEFGRID3
* xyz 0 1
O -1.554 -1.615 0.444
C -0.533 -0.955 0.586
C -0.120 -0.036 -0.501
C -1.210 1.161 -0.221
C -0.684 2.021 0.828
C -1.321 2.216 2.008
C 1.714 2.441 1.031
C 0.536 2.706 0.408
H 0.044 -1.037 1.499
H 0.916 0.284 -0.385
H -0.315 -0.310 -1.498
H -2.172 0.749 0.117
H -1.309 1.699 -1.163
H -2.361 1.830 2.228
H -0.867 2.858 2.746
H 2.617 2.950 0.691
H 1.733 1.614 1.842
H 0.327 3.460 -0.359
H -2.174 0.029 -3.122
H -1.229 1.212 -3.764
O -1.558 0.225 -3.795
H 3.108 -3.110 0.368
H 1.830 -2.374 0.294
O 2.672 -2.267 0.602
H -1.055 3.386 -3.534
H 0.342 2.777 -3.252
O -0.495 2.748 -3.896
H 1.933 1.951 -2.182
H 2.536 3.380 -1.892
O 1.696 2.917 -2.220
H 1.924 -0.172 -2.577
H 2.851 -0.254 -1.235
O 2.611 0.321 -1.956
H 0.601 1.185 4.151
H -0.682 1.830 4.545
O 0.111 1.486 4.853
H -0.892 -0.480 4.332
H -0.703 -1.862 4.683
O -0.960 -1.316 3.934
H 1.007 -1.334 -4.388
H 0.056 -0.393 -3.754
O 0.750 -0.951 -3.467
H 0.584 -3.891 -1.840
H 0.870 -2.406 -2.054
O 1.119 -3.087 -1.463
H -2.732 -1.691 -2.409
H -2.605 -1.370 -1.022
O -2.900 -1.014 -1.806
H -2.368 -3.278 2.338
H -2.450 -1.971 3.066
O -3.025 -2.584 2.638
H 2.870 -2.829 3.117
H 1.869 -1.993 2.356
O 2.234 -2.084 3.284
*
```

[6]
The following is a DFT calculation (the ωB97M-V functional and the def2-TZVPD basis) of 3 unconnected molecules or ions with the total composition C21H36NP2.

As for the frontier orbital gap: 8.34 eV. The calculation puts the HOMO energy at -11.34 eV. As for the calculated total energy: -42420.711 eV. The value obtained for the largest force on an atom is 0.714 eV Å⁻¹.

```
! RIJCOSX wB97M-V def2-TZVPD def2/J DEFGRID3
* xyz 1 1
C 1.041 -1.696 1.044
C -0.438 -2.103 0.936
C -0.949 -2.190 -0.495
C -1.496 -0.923 -1.174
C -2.644 -0.222 -0.425
P -0.283 0.294 -1.781
P 1.279 -0.783 -2.947
N 0.771 -2.045 -3.688
C 0.264 1.655 -0.674
C 0.120 1.365 0.824
C 1.693 2.091 -1.034
C 1.846 2.758 -2.411
H 1.662 -2.540 1.324
H 1.204 -0.910 1.775
H 1.429 -1.327 0.092
H -0.544 -3.100 1.356
H -1.053 -1.466 1.566
H -1.769 -2.907 -0.535
H -0.155 -2.618 -1.106
H -1.922 -1.261 -2.121
H -3.579 -0.702 -0.699
H -2.537 -0.311 0.648
H -2.742 0.831 -0.678
H -0.955 0.923 -2.827
H 1.750 0.256 -3.762
H 2.338 -0.953 -2.043
H -0.202 -2.283 -3.561
H -0.383 2.488 -0.951
H -0.343 2.221 1.307
H 1.102 1.235 1.269
H -0.481 0.499 1.058
H 2.379 1.255 -0.902
H 1.962 2.811 -0.263
H 0.932 2.739 -2.999
H 2.655 2.296 -2.968
H 2.141 3.791 -2.252
C 1.325 5.876 1.418
C 1.099 5.903 0.049
C 1.954 6.609 -0.786
C 3.040 7.288 -0.252
C 3.267 7.261 1.117
C 2.411 6.557 1.951
H 0.652 5.336 2.072
H 0.248 5.379 -0.371
H 1.769 6.638 -1.853
H 3.705 7.842 -0.901
H 4.110 7.794 1.534
H 2.585 6.545 3.019
C -1.181 -6.195 2.007
C -1.844 -5.840 0.841
C -3.185 -6.158 0.675
C -3.864 -6.831 1.680
C -3.202 -7.186 2.847
C -1.861 -6.869 3.011
H -0.133 -5.955 2.132
H -1.309 -5.322 0.053
H -3.699 -5.890 -0.239
H -4.907 -7.085 1.551
H -3.731 -7.714 3.628
H -1.345 -7.152 3.919
*
```

Number 1: M 113.1 g mol⁻¹. Number 2: M 292.9 g mol⁻¹. Number 3: M 405.0 g mol⁻¹. Number 4: M 675.9 g mol⁻¹. Number 5: M 326.3 g mol⁻¹. Number 6: M 364.5 g mol⁻¹.